[1]
Formula: C5H9NO
Source: the OMol25 dataset
Level of theory: ωB97M-V/def2-TZVPD

Output
Energy above the lowest of the compared OMol25 structures with the same formula, charge and spin   4.1275 eV
Kohn-Sham gap   0.293 Ha
Structure (SMILES)   C=NCCCC=O

Each line ends with the Mulliken charge.
Geometry (Å):
C1 -0.407 0.647 2.847  -0.350
N1 -0.297 0.541 1.604  -0.294
C2 0.977 0.340 0.909  -0.517
C3 0.928 -0.913 0.008  -0.704
C4 -0.361 -0.960 -0.827  -0.445
C5 -0.167 -0.240 -2.135  -0.045
O1 -0.764 0.752 -2.434  -0.458
H1 -0.451 -0.266 3.481  0.243
H2 -0.548 1.587 3.410  0.243
H3 1.126 1.175 0.216  0.273
H4 1.865 0.332 1.525  0.360
H5 0.927 -1.757 0.707  0.302
H6 1.776 -1.053 -0.658  0.425
H7 -1.220 -0.570 -0.292  0.341
H8 -0.539 -2.014 -1.059  0.297
H9 0.547 -0.759 -2.806  0.329

=====

[2]
Formula: C5H9NO
Source: the OMol25 dataset
Level of theory: ωB97M-V/def2-TZVPD

Output
Energy above the lowest of the compared OMol25 structures with the same formula, charge and spin   1.8138 eV
Kohn-Sham gap   0.402 Ha

Each line ends with the Mulliken charge.
Geometry (Å):
C1 1.285 -0.127 -0.998  -1.535
C2 0.108 0.164 -0.069  1.610
C3 -0.056 1.633 0.258  -1.584
C4 -1.151 -0.581 -0.567  -0.624
O1 -0.812 -1.716 0.250  -0.435
C5 -0.041 -0.878 1.029  0.222
N1 0.072 -1.043 2.267  -0.746
H1 1.375 -1.202 -1.192  0.373
H2 1.128 0.385 -1.954  0.374
H3 2.227 0.225 -0.568  0.374
H4 0.864 2.060 0.667  0.382
H5 -0.303 2.171 -0.666  0.367
H6 -0.865 1.788 0.978  0.350
H7 -1.217 -0.870 -1.613  0.290
H8 -2.081 -0.137 -0.182  0.300
H9 -0.534 -1.870 2.362  0.282

=====

| no. | HOMO level (eV) |
| --- | --- |
| 1 | -7.96 |
| 2 | -10.09 |